# 1
C19H20ClFN2O5S | ωB97M-V/def2-TZVPD

The energy above the lowest of the compared OMol25 structures with the same formula, charge and spin is 4.2 kcal/mol. The charge is 0. The total energy comes out at -2179.976958 a.u. The value obtained for the HOMO-LUMO gap is 9.2 eV. The SMILES is Cc1cc(S(=O)(=O)N2CCOCC2)ccc1OCC(=O)Nc1ccc(F)c(Cl)c1.

Geometry as XYZ:
```
49
Properties=species:S:1:pos:R:3:forces:R:3
Cl -6.72604 -2.69035 0.31080 0.0 0.0 0.0
S 4.89323 -0.65788 -1.13798 -0.1 0.3 0.4
F -8.58240 -0.39759 0.51835 0.2 0.0 0.0
O 4.98554 -2.09078 -1.18439 -0.2 0.0 0.2
O 7.12564 0.07134 2.62544 0.2 -0.1 0.1
O 5.45327 0.09771 -2.21771 0.0 0.3 0.0
O -3.27741 3.32747 -0.08402 0.0 0.3 0.0
O -0.75791 0.84658 -0.33774 0.2 -0.2 0.0
N 5.56973 -0.05832 0.28866 -0.5 -0.1 -0.9
N -3.30353 1.03909 -0.09607 0.4 -0.4 -0.1
C -7.29572 -0.04022 0.36875 0.0 0.0 0.0
C -5.64762 1.68876 0.17366 0.1 0.1 0.0
C 7.00616 0.14048 0.20741 0.5 0.2 0.0
C 1.54984 1.53942 -0.70432 -0.2 0.1 0.0
C -4.99199 -0.63036 0.10462 -0.1 0.2 0.0
C -1.19662 2.18587 -0.34145 -0.1 0.5 0.0
C 2.21693 -1.15405 -0.72262 -0.1 0.0 0.0
C 0.56590 0.57322 -0.52658 0.3 -0.3 0.0
C 5.73866 -0.14804 2.69672 -0.4 -0.1 -0.1
C -0.18304 -1.81550 -0.34404 0.0 0.1 0.0
C 7.46454 0.83432 1.48972 0.0 0.0 -0.3
C 2.86712 1.15428 -0.89376 0.0 0.0 0.0
C -6.96527 1.30214 0.32677 -0.1 -0.4 0.0
C 3.18792 -0.18569 -0.90134 0.6 -0.2 0.0
C -6.31184 -1.01682 0.25810 -0.1 0.2 0.0
C 0.89493 -0.79426 -0.53365 -0.1 0.2 0.0
C -4.65200 0.72113 0.06155 -0.6 0.0 0.1
C 5.21901 -0.85836 1.44392 0.0 -0.2 0.6
C -2.71824 2.25891 -0.15663 0.4 -0.4 0.0
H 1.30218 2.58846 -0.70077 0.0 0.1 0.0
H 4.13185 -0.94917 1.47706 0.0 -0.1 0.2
H 0.23590 -2.81692 -0.35023 0.0 -0.1 0.0
H 5.57096 -0.76005 3.58425 -0.1 0.1 -0.1
H -0.91837 -1.73658 -1.14395 -0.1 -0.1 0.0
H -0.69663 -1.65041 0.60234 -0.1 -0.1 0.1
H -0.95741 2.68218 -1.29129 0.0 -0.1 0.1
H 7.20295 0.75225 -0.67223 0.2 0.0 0.1
H 8.55004 0.93895 1.50562 -0.1 0.0 -0.1
H 3.64696 1.88178 -1.04550 0.0 0.2 0.0
H 6.99488 1.82700 1.55336 0.1 0.0 0.0
H 5.21258 0.81290 2.80517 0.0 -0.1 0.0
H -2.67057 0.25147 -0.17038 -0.1 0.2 0.0
H -0.73684 2.76127 0.47252 -0.1 -0.1 -0.1
H -5.38420 2.73227 0.14044 0.0 0.0 0.0
H -4.22917 -1.38888 0.01858 0.1 -0.1 0.0
H 7.52576 -0.82291 0.10379 0.0 0.1 0.0
H 5.66080 -1.86190 1.36747 -0.1 0.1 0.1
H 2.51526 -2.19071 -0.74434 -0.1 -0.2 0.0
H -7.75017 2.03593 0.41502 -0.1 0.1 0.0
```
Positions in Å, forces in eV/Å.

# 2
C19H20ClFN6O3 | ωB97M-V/def2-TZVPD

The energy above the lowest of the compared OMol25 structures with the same formula, charge and spin is 27.5 kcal/mol. The charge is 0. The total energy comes out at -1850.231473 a.u. The value obtained for the HOMO-LUMO gap is 8.9 eV. The SMILES is CCOc1c([C@H](C)n2nc(C)c3c(N)ncnc32)cc(Cl)c(F)c1[C@H]1COC(=O)N1.

Geometry as XYZ:
```
50
Properties=species:S:1:pos:R:3:forces:R:3
Cl -2.09921 0.88270 3.88950 0.1 -0.7 -0.2
F -3.58699 -1.31854 2.53985 -0.5 -0.3 0.5
O -4.62087 -4.03183 1.47221 -0.6 1.0 -2.3
O -0.17504 -2.25542 -0.81091 -2.0 1.7 1.7
O -5.98685 -2.89322 -0.09446 0.6 -1.4 1.1
N -3.78285 -2.94319 -0.33280 0.6 1.3 -2.7
N 0.77615 1.44992 -1.10694 -0.3 0.4 -0.8
N 3.57634 4.47228 0.71598 1.3 -2.3 6.5
N 3.14037 2.20593 1.42880 0.7 1.1 1.8
N 3.06621 5.22926 -1.12376 -1.2 2.6 -3.6
N 1.44673 1.05234 0.01944 1.8 0.0 0.0
C -2.34365 -1.21328 2.13426 2.8 1.1 -2.3
C -0.18583 0.01556 2.25893 0.4 -2.1 -1.0
C 3.71502 3.44630 1.64562 -2.0 -1.6 -3.2
C -3.19546 -4.13454 1.53171 -0.6 -0.4 0.5
C 1.51783 -0.43225 0.36336 0.1 -0.4 1.1
C 1.97959 3.18827 -0.40180 -1.2 -0.8 -0.6
C -0.69092 -1.64056 0.42849 2.9 0.7 -0.7
C -0.84940 -1.60706 -1.95040 2.4 1.2 -0.8
C 2.22119 2.09977 0.44672 1.0 1.2 0.5
C -1.46224 -0.23597 2.66248 -2.9 0.1 1.3
C 0.29609 3.60944 -2.43532 2.1 -0.7 2.5
C 0.17863 -0.73614 1.11251 0.9 0.4 -2.2
C -1.90389 -1.92737 0.95712 -2.2 -1.0 2.1
C -2.66158 -3.16541 0.47760 3.7 -1.6 -0.9
C 2.71098 4.34038 -0.23696 1.2 -2.2 0.7
C -4.90004 -3.29002 0.29002 -3.1 0.7 0.7
C 1.10034 2.71502 -1.40162 -2.3 -0.2 0.1
C 0.19486 -1.45009 -3.13949 1.2 -1.0 1.0
C 2.62959 -0.94223 1.36066 0.1 1.8 0.1
H -0.63968 3.22954 -2.67853 -1.7 -0.8 0.0
H 1.73996 -1.03299 -0.58885 -1.1 1.2 1.4
H 0.39796 0.60218 2.99237 0.1 0.0 -1.4
H 3.61020 -0.63280 1.01173 0.2 0.1 0.0
H -2.86511 -5.19808 1.32333 -0.4 1.2 0.4
H 0.82105 3.66141 -3.32695 1.2 0.0 -1.9
H 3.86744 5.60255 -0.65854 0.8 1.1 -0.8
H -2.95866 -3.79239 2.52769 0.6 -0.4 0.3
H 2.52627 -0.57614 2.41440 -0.1 -0.2 -1.0
H 0.22866 4.63758 -2.09371 -0.1 0.0 0.4
H 0.69792 -2.46875 -3.32809 -0.8 1.4 0.4
H -0.27849 -1.18147 -4.11427 0.3 0.2 1.0
H -1.64708 -2.21014 -2.29214 -1.0 -0.8 -0.2
H 4.42880 3.53424 2.47273 -0.4 0.1 -0.5
H 3.20258 4.84564 -2.03511 0.0 0.3 -0.7
H 1.05338 -0.73849 -2.82439 -1.7 -0.9 -0.7
H -3.87257 -2.29487 -1.19914 0.4 -1.7 2.5
H 2.63427 -2.02122 1.37180 -0.4 -0.3 -0.1
H -1.20611 -0.59264 -1.67676 0.2 -0.6 0.0
H -1.84589 -3.86317 0.00163 -1.3 1.8 0.1
```
Positions in Å, forces in eV/Å.

# 3
C19H20ClN3O5 | ωB97M-V/def2-TZVPD

The energy above the lowest of the compared OMol25 structures with the same formula, charge and spin is 94.5 kcal/mol. The charge is 0. The total energy comes out at -1736.559491 a.u. The value obtained for the HOMO-LUMO gap is 6.0 eV.

Geometry as XYZ:
```
48
Properties=species:S:1:pos:R:3:forces:R:3
Cl 4.11798 -0.14337 -3.64606 0.0 0.0 0.2
O -1.93277 2.83957 -2.29815 -0.3 -2.7 0.1
O -2.09037 -2.42526 0.01306 0.1 2.6 0.0
O -1.99102 2.34378 -0.09908 -0.2 0.2 -0.6
O 2.02949 1.39139 0.25390 -0.1 0.7 -0.4
O -2.62984 -1.80833 -2.08469 0.0 -0.3 0.6
N 2.67153 -1.34263 -0.14051 -0.1 0.1 0.2
N -2.15391 0.62972 -1.55443 -0.4 -2.3 -3.6
N -2.11648 -0.16717 -0.63590 0.8 2.3 3.6
C 0.15412 2.26526 2.08698 0.2 0.0 -0.4
C -2.29995 -1.50192 -0.96159 -0.5 -2.4 -2.7
C -0.32802 0.69970 4.29559 0.0 -0.2 0.3
C 1.90436 -0.81973 0.89868 -0.1 -0.6 0.1
C 3.77899 -1.10813 -2.25184 0.1 -0.9 0.2
C -2.14191 -4.79211 0.53437 0.1 0.4 0.4
C -2.30476 -3.71083 -0.51119 -0.4 -1.4 -1.0
C 3.09484 -2.65398 -0.09275 0.1 0.2 -0.2
C -1.52636 5.13433 -2.94961 -0.1 -0.5 -0.4
C -2.02546 1.97736 -1.25153 0.5 2.5 2.6
C 0.72269 0.99973 2.15497 -0.2 -0.2 0.5
C -0.64103 2.74320 3.10480 0.0 0.1 0.0
C 3.01847 -0.59255 -1.23416 -0.1 0.3 -0.2
C -0.87959 1.96103 4.21527 -0.2 0.1 0.1
C -1.73467 4.14536 -1.82291 0.3 1.5 0.9
C 3.87418 -3.18621 -1.08649 -0.2 0.4 0.1
C 0.47573 0.22605 3.28320 0.1 0.0 -0.3
C 4.22848 -2.41507 -2.17476 0.4 0.2 -0.8
C 1.58716 0.53692 1.03722 0.5 0.3 -0.6
H -0.64664 4.86620 -3.53682 0.0 0.0 0.0
H -1.50671 2.32834 5.01096 -0.1 0.1 0.1
H -1.07917 3.72513 3.03534 -0.1 0.2 -0.1
H -2.60622 4.40202 -1.20360 0.3 0.1 -0.1
H 0.91822 -0.74929 3.37051 0.1 -0.2 0.1
H -3.31407 -3.71385 -0.94868 0.3 -0.3 0.1
H 1.55798 -1.52189 1.63106 0.1 -0.4 -0.1
H 4.84212 -2.81126 -2.96600 0.1 -0.1 -0.1
H -1.59701 -3.83448 -1.34376 -0.2 -0.2 0.2
H -0.52879 0.08228 5.15520 0.0 -0.1 0.2
H -2.38449 5.13589 -3.62371 0.0 0.0 0.0
H 0.32600 2.85537 1.20335 0.1 0.1 -0.1
H 2.67426 0.42319 -1.29735 -0.2 0.0 0.5
H 2.81622 -3.25796 0.75293 -0.2 0.3 0.2
H -2.29942 -5.78780 0.11687 0.0 0.2 -0.2
H -1.14047 -4.76150 0.96605 0.0 0.0 0.0
H -0.86416 4.10131 -1.15282 -0.2 0.3 -0.1
H -2.85601 -4.65153 1.34712 0.0 0.0 0.0
H -1.38461 6.15031 -2.57845 0.0 -0.2 0.2
H 4.21109 -4.20659 -1.02062 0.0 -0.1 0.1
```
Positions in Å, forces in eV/Å.

# 4
C19H20ClN4O5Ta | ωB97M-V/def2-TZVPD

The energy above the lowest of the compared OMol25 structures with the same formula, charge and spin is 54.6 kcal/mol. The charge is +2. The total energy comes out at -1847.931334 a.u. The value obtained for the HOMO-LUMO gap (spin up / spin down) is 4.5 / 2.6 eV.

Geometry as XYZ:
```
50
Properties=species:S:1:pos:R:3:forces:R:3
Ta 0.17222 -1.25721 -1.05482 -0.3 0.1 1.0
Cl -0.74538 3.65185 5.14298 -0.4 0.1 1.2
O 0.35220 0.53760 -2.16309 0.1 -1.6 -0.1
O 1.03153 0.59549 -0.09644 -0.5 -1.2 -0.4
O 0.73169 -2.01056 0.56893 -1.1 0.6 -0.5
O 1.45151 3.31309 -0.14485 0.8 -0.6 -2.8
O 1.60153 -1.29227 2.53625 0.0 -0.3 -0.6
N 2.91451 -1.71120 -0.70045 -0.2 0.1 -0.1
N 0.33179 -5.37942 -2.37227 -0.1 0.4 0.1
N 2.93167 -1.60100 0.70279 -0.3 -0.1 -0.1
N -0.10773 -3.36071 -1.67233 0.4 0.7 -0.1
C 0.58053 -4.08137 -2.54687 0.1 -0.4 -0.5
C -0.12773 3.57528 3.59248 0.0 -0.3 -2.0
C -4.14910 -1.54944 -1.90300 0.3 -0.1 -0.1
C 1.75432 -1.59367 1.39659 0.5 0.4 0.9
C -2.78415 -1.79982 -1.89468 -0.1 -0.1 -0.4
C -0.97789 3.11320 2.54028 0.6 0.5 2.0
C -0.55151 -5.51879 -1.32118 0.1 0.1 -0.1
C 0.75632 1.21357 -1.15053 -0.1 1.5 0.0
C -0.48820 3.02115 1.27743 1.7 0.3 -0.9
C 3.11392 4.31059 1.74282 0.1 0.0 0.0
C 0.86646 3.38536 1.03704 -1.1 0.2 2.4
C 0.82749 2.71115 -1.28368 0.5 0.6 1.4
C -4.69261 -0.63196 -1.01667 0.0 0.1 0.1
C -2.51197 -0.19817 -0.12687 0.3 0.2 0.6
C 1.72234 3.89790 2.08379 -0.9 -0.7 -1.5
C -1.92732 -1.12563 -1.00808 0.5 -0.1 0.2
C -3.87459 0.04609 -0.12134 0.1 0.0 -0.1
C 1.20220 3.97120 3.34417 -1.0 -0.2 0.5
C -0.81607 -4.26598 -0.88898 -0.2 0.0 0.2
H 3.10340 5.12039 1.01160 0.0 0.0 0.0
H -2.39104 -2.52010 -2.59990 0.0 -0.1 0.0
H -5.75867 -0.44738 -1.01838 0.0 0.0 0.0
H 3.78068 -1.37481 1.19564 0.1 0.0 0.0
H -1.88824 0.31601 0.60132 0.0 0.0 0.0
H -0.16297 3.12831 -1.47561 -0.1 -0.1 -0.1
H -1.99861 2.84721 2.77650 0.0 0.0 0.0
H -4.79332 -2.07212 -2.59722 0.1 0.0 0.0
H 3.64075 4.64514 2.63246 0.0 0.0 0.0
H 0.71190 -6.12409 -2.93569 0.0 -0.1 0.0
H 3.47753 -0.96369 -1.09371 0.1 0.1 0.0
H 1.22150 -3.69937 -3.32455 0.0 0.0 0.0
H -4.30612 0.74966 0.57828 0.1 0.0 0.0
H 1.79980 4.33256 4.17013 0.0 0.0 0.0
H -1.12394 2.68028 0.47382 -0.1 0.0 -0.1
H -1.46552 -3.94158 -0.09557 0.0 0.0 0.0
H 1.46454 2.94978 -2.13368 0.0 0.0 -0.1
H 3.66501 3.48314 1.29462 0.1 0.0 0.0
H -0.90108 -6.48043 -0.99152 0.0 0.0 0.0
H 3.33634 -2.59524 -0.96797 0.0 0.0 -0.1
```
Positions in Å, forces in eV/Å.

# 5
C19H20F2N4O3 | ωB97M-V/def2-TZVPD

The energy above the lowest of the compared OMol25 structures with the same formula, charge and spin is 5.7 kcal/mol. The charge is 0. The total energy comes out at -1380.454647 a.u. The value obtained for the HOMO-LUMO gap is 9.3 eV. The SMILES is Cc1cc(C)n(C[C@@H](C)NC(=O)c2cc(COc3c(F)cccc3F)on2)n1.

Geometry as XYZ:
```
48
Properties=species:S:1:pos:R:3:forces:R:3
F -2.97977 3.38806 -3.27682 0.2 0.0 0.1
F 1.63145 3.04477 -2.26017 -0.2 0.0 -0.1
O -1.16122 -2.98228 0.58141 0.0 -0.1 -0.3
O 0.12863 1.09769 -0.82958 0.2 0.2 -0.5
O -0.77531 1.97536 -3.53120 0.0 0.3 -0.1
N -0.15153 0.40636 0.29130 -0.3 -0.6 0.8
N 1.22554 -4.25595 2.77547 -0.3 -0.8 0.2
N -0.96424 -1.37564 2.17918 0.0 0.1 0.2
N 1.27117 -2.94356 3.02512 0.5 0.3 -0.3
C 0.34654 -2.39111 3.96986 -0.6 -0.1 0.0
C -0.92377 -1.84107 0.91200 -0.1 0.1 0.4
C 0.38900 4.87236 -1.50382 0.0 -0.1 0.0
C -2.06126 -1.69675 4.33428 0.1 -0.2 -0.2
C -1.86814 3.87558 -2.69787 0.1 -0.1 0.0
C 0.43546 3.67273 -2.19179 -0.1 0.2 0.0
C -0.69058 3.12245 -2.80548 -0.1 0.3 0.1
C 2.13233 -2.30329 2.19370 0.2 -0.1 -0.1
C -0.56109 -0.89574 -1.48533 0.3 0.7 0.0
C -0.79436 5.57936 -1.42225 0.0 -0.1 -0.1
C 2.06561 -4.48110 1.78396 0.0 0.3 0.1
C 2.28120 -5.84381 1.23103 -0.1 0.0 0.0
C 0.10563 0.89781 -3.26667 0.3 -0.1 0.2
C -0.11237 0.32471 -1.90357 -0.4 -1.0 0.0
C -1.93348 5.08049 -2.03087 -0.1 -0.1 -0.1
C -1.05238 -2.24098 3.33188 0.1 -0.1 0.2
C 2.42387 -0.84616 2.25573 -0.1 0.0 0.0
C -0.56388 -0.78617 -0.07333 0.3 0.6 -0.7
C 2.67117 -3.27634 1.38135 -0.2 0.1 0.1
H -1.36353 -3.22104 2.95504 0.1 0.1 0.1
H -2.87434 5.60479 -1.98972 -0.1 0.0 0.0
H 3.32990 -0.64196 1.69067 0.0 0.1 0.0
H 0.70898 -1.41906 4.31294 0.0 -0.1 0.0
H 1.61572 -0.25407 1.82419 0.1 0.1 0.0
H 3.40028 -3.14229 0.60790 0.2 0.1 -0.1
H 1.15416 1.19033 -3.39187 -0.2 0.0 0.0
H -0.72286 -0.40673 2.32869 0.0 0.0 -0.1
H -1.74487 -0.72249 4.70220 0.0 0.1 0.1
H 1.90818 -5.89460 0.20885 0.0 -0.1 -0.1
H 1.29616 5.23483 -1.04784 0.1 0.0 0.0
H 0.27800 -3.07755 4.81700 0.1 0.1 0.0
H -2.15445 -2.37442 5.17777 0.0 0.0 0.1
H 2.57987 -0.52171 3.28444 0.1 0.1 0.0
H -0.84615 -1.74699 -2.06381 -0.1 -0.2 -0.2
H -0.82997 6.51583 -0.89027 0.0 0.1 0.0
H -3.03498 -1.59134 3.86380 -0.1 0.0 0.0
H -0.14941 0.14413 -4.01420 0.1 0.1 0.2
H 1.74640 -6.56870 1.83751 0.0 -0.1 0.0
H 3.34221 -6.08944 1.22099 0.0 -0.1 0.0
```
Positions in Å, forces in eV/Å.